(1)
The following is a DFT calculation (ωB97M-V with the def2-TZVPD basis set) of 2 unconnected molecules or ions with the total composition C14H17ClF8NO7P.

The geometry in ORCA input format:
```
! wB97M-V def2-TZVPD RIJCOSX def2/J DEFGRID3
* xyz 0 1
C -4.980 0.148 -2.310
C -3.924 -1.027 -1.921
O -2.934 -1.273 -2.998
C -1.692 -0.866 -2.413
C -0.954 -1.730 -1.319
C 0.368 -1.212 -0.690
C 1.124 -2.054 0.431
C 1.299 -1.245 1.834
O 2.621 -0.651 1.882
C 3.267 -0.922 3.156
C 4.410 0.225 3.305
F 5.136 0.175 2.051
F 5.301 -0.096 4.381
C 3.793 1.710 3.393
F 2.419 1.552 3.832
F 3.700 2.273 2.083
C 4.488 2.673 4.470
F 3.857 3.966 4.345
F 4.223 2.237 5.814
C 6.066 2.907 4.268
F 6.288 4.337 4.340
F 6.574 2.479 3.015
C 0.901 0.181 -1.198
C 0.107 0.912 -2.309
N -1.144 0.402 -2.892
P -1.909 1.394 -4.166
O -0.937 2.490 -4.701
H -4.688 1.096 -1.705
H -4.999 0.384 -3.427
H -6.019 -0.150 -1.905
H -4.508 -1.973 -1.639
H -3.426 -0.664 -0.940
H -1.420 -2.714 -0.988
H 2.186 -2.256 0.044
H 0.626 -3.059 0.678
H 1.146 -2.005 2.692
H 0.449 -0.458 1.882
H 2.554 -0.942 4.049
H 3.784 -1.951 3.052
H 6.619 2.476 5.178
H 1.845 0.663 -0.781
H 0.493 1.928 -2.685
H -2.201 0.554 -5.313
H -3.135 2.007 -3.742
O -6.964 -1.940 -2.704
Cl -7.357 -2.386 -4.029
O -6.254 -3.101 -4.638
O -7.696 -1.236 -4.840
O -8.503 -3.260 -3.922
*
```

## Properties
LUMO: -2.96 eV

***

(2)
The following is a DFT calculation (ωB97M-V with the def2-TZVPD basis set) of a molecular structure, C31H32BIN10O2Y.

The geometry in ORCA input format:
```
! wB97M-V def2-TZVPD RIJCOSX def2/J DEFGRID3
* xyz -1 1
Y 0.390 0.003 0.071
O 0.482 0.055 -4.430
C 0.643 0.303 -3.233
N 0.406 -0.472 -2.171
C 0.004 -1.806 -2.353
C 0.539 -2.642 -3.329
C 0.141 -3.967 -3.417
C -0.801 -4.467 -2.531
C -1.339 -3.649 -1.547
C -0.943 -2.316 -1.436
N -1.353 -1.446 -0.411
C -2.576 -1.555 0.115
O -3.514 -2.271 -0.252
C -2.802 -0.695 1.341
C -4.101 -0.539 1.815
C -4.315 0.173 2.979
C -3.214 0.683 3.652
C -1.956 0.471 3.112
N -1.743 -0.182 1.973
C 1.142 1.678 -2.847
C 1.600 2.533 -3.840
C 2.065 3.785 -3.484
C 2.026 4.150 -2.146
C 1.542 3.238 -1.225
N 1.129 2.017 -1.556
H 1.275 -2.240 -4.010
H 0.567 -4.607 -4.181
H -1.133 -5.497 -2.600
H -2.079 -4.033 -0.861
H -4.903 -0.994 1.251
H -5.318 0.329 3.356
H -3.323 1.235 4.576
H -1.075 0.839 3.624
H 1.577 2.185 -4.863
H 2.453 4.466 -4.232
H 2.371 5.120 -1.815
H 1.486 3.494 -0.174
B 0.028 3.271 2.228
N -1.128 2.799 1.310
C -2.364 3.314 1.343
C -3.096 2.782 0.297
C -2.201 1.924 -0.339
N -1.019 1.943 0.280
N 0.871 2.078 2.774
C 1.383 2.047 4.010
C 2.175 0.919 4.136
C 2.085 0.300 2.892
N 1.297 1.007 2.075
H -0.473 3.810 3.183
H 0.756 4.026 1.624
H -2.637 4.033 2.097
H -4.121 2.982 0.037
H -2.362 1.295 -1.202
H 1.164 2.833 4.714
H 2.729 0.594 4.999
H 2.563 -0.608 2.563
I 2.973 -1.691 -0.217
C 3.733 0.387 -0.456
H 3.354 0.608 -1.461
H 3.093 0.954 0.239
N 0.332 -1.977 1.737
C 0.513 -3.101 1.923
N 0.725 -4.387 2.117
C 0.966 -5.268 0.971
C 2.462 -5.445 0.716
C 3.191 -5.871 1.993
C 2.912 -4.870 3.116
C 1.407 -4.778 3.352
H 0.469 -4.848 0.096
H 0.506 -6.233 1.205
H 2.877 -4.500 0.355
H 2.600 -6.192 -0.068
H 4.264 -5.932 1.801
H 2.847 -6.865 2.302
H 3.286 -3.885 2.820
H 3.414 -5.164 4.040
H 1.166 -4.057 4.132
H 1.013 -5.754 3.651
*
```

## Properties
LUMO: 2.43 eV

***

(3)
The following is a DFT calculation (ωB97M-V with the def2-TZVPD basis set) of a molecular structure, C34H46GaN2OSSbSe4.

The geometry in ORCA input format:
```
! wB97M-V def2-TZVPD RIJCOSX def2/J DEFGRID3
* xyz 0 1
Ga 0.436 -0.998 -0.337
C -3.449 -3.980 0.781
C -2.686 -2.686 0.515
C -3.166 -2.047 -0.795
C -2.812 -1.670 1.632
C -4.007 -1.577 2.338
C -4.198 -0.634 3.335
C -3.196 0.277 3.604
C -1.984 0.236 2.920
C -1.011 1.398 3.138
C -1.673 2.727 2.756
C -0.472 1.467 4.569
C -1.775 -0.793 1.978
N -0.448 -0.880 1.402
C 0.543 -1.014 2.294
C 1.854 -0.754 1.884
N 1.975 -0.317 0.629
C 3.223 0.129 0.059
C 4.103 -0.776 -0.538
C 5.209 -0.268 -1.220
C 5.437 1.093 -1.308
C 4.585 1.969 -0.656
C 3.481 1.517 0.060
C 2.738 2.578 0.884
C 1.263 2.815 0.551
C 2.911 2.388 2.400
C 3.927 -2.271 -0.385
C 4.729 -2.773 0.823
C 4.312 -3.065 -1.631
H -3.188 -4.718 0.026
H -4.532 -3.830 0.736
H -3.196 -4.396 1.759
H -1.632 -2.954 0.424
H -4.214 -1.736 -0.695
H -3.081 -2.755 -1.622
H -2.588 -1.157 -1.049
H -4.807 -2.268 2.105
H -5.132 -0.599 3.883
H -3.359 1.050 4.348
H -0.167 1.282 2.467
H -2.494 2.975 3.433
H -2.074 2.689 1.740
H -0.942 3.540 2.806
H -1.282 1.662 5.279
H 0.256 2.277 4.666
H 0.012 0.536 4.874
H 0.322 -1.308 3.311
H 2.692 -0.807 2.566
H 5.901 -0.955 -1.689
H 6.290 1.471 -1.859
H 4.789 3.035 -0.680
H 3.260 3.506 0.646
H 0.656 1.934 0.746
H 1.133 3.098 -0.494
H 0.881 3.634 1.166
H 2.200 1.665 2.795
H 2.726 3.335 2.912
H 3.921 2.057 2.658
H 2.882 -2.498 -0.180
H 5.802 -2.729 0.613
H 4.460 -3.808 1.047
H 4.541 -2.172 1.716
H 5.393 -3.063 -1.807
H 3.815 -2.686 -2.526
H 4.018 -4.105 -1.481
Se 2.149 -5.577 -2.860
Sb 0.325 -4.644 -1.468
Se -1.593 -5.762 -2.343
Se 0.881 -4.268 0.853
Se 0.181 -2.192 -2.281
C -5.489 2.641 -3.829
C -4.030 2.438 -3.506
C -3.186 3.523 -3.288
C -1.841 3.332 -2.996
C -1.342 2.041 -2.942
C -2.163 0.937 -3.151
C -3.500 1.147 -3.430
S 0.343 1.794 -2.486
C 0.942 0.993 -3.951
O 0.314 0.753 -1.398
H -5.848 3.599 -3.455
H -6.102 1.850 -3.397
H -5.649 2.626 -4.910
H -3.588 4.530 -3.332
H -1.191 4.180 -2.805
H -1.766 -0.071 -3.078
H -4.149 0.291 -3.586
H 0.342 0.108 -4.157
H 1.980 0.715 -3.767
H 0.870 1.726 -4.759
*
```

## Properties
LUMO (alpha / beta): -1.73 / -1.32 eV

***

(4)
The following is a DFT calculation (ωB97M-V with the def2-TZVPD basis set) of 5 unconnected molecules or ions with the total composition C21H45BI2O15P.

The geometry in ORCA input format:
```
! wB97M-V def2-TZVPD RIJCOSX def2/J DEFGRID3
* xyz -1 1
C 3.537 -5.196 1.214
C 3.172 -4.340 -0.174
O 3.162 -2.888 0.061
P 1.549 -2.256 0.238
O 0.795 -3.115 1.375
C 0.552 -2.633 -1.391
C -0.887 -1.783 -1.408
B -2.172 -2.732 -1.799
C -3.151 -3.138 -0.542
I -2.233 -4.740 0.695
C -3.709 -1.873 0.343
C -4.622 -2.369 1.653
I -5.159 -0.762 -0.940
O 1.487 -0.578 0.701
C 2.359 0.264 -0.139
C 3.676 0.670 0.804
H 4.420 -4.701 1.818
H 3.733 -6.347 0.969
H 2.535 -5.193 1.861
H 3.951 -4.583 -1.045
H 2.142 -4.782 -0.547
H 0.381 -3.798 -1.379
H 1.242 -2.334 -2.307
H -0.743 -0.980 -2.280
H -1.022 -1.157 -0.425
H -1.758 -3.761 -2.248
H -2.840 -2.213 -2.632
H -4.115 -3.650 -1.025
H -2.884 -1.127 0.707
H -5.493 -3.113 1.320
H -5.187 -1.429 2.121
H -3.980 -2.869 2.495
H 1.826 1.302 -0.377
H 2.659 -0.213 -1.166
H 4.385 1.454 0.269
H 4.265 -0.310 1.076
H 3.228 1.226 1.752
C -0.700 0.507 1.648
O -1.110 1.048 2.903
C -1.493 2.348 2.852
O -1.511 3.052 1.855
O -1.854 2.729 4.104
C -2.284 4.086 4.203
H -0.415 -0.536 1.806
H -1.525 0.534 0.929
H 0.171 1.047 1.261
H -3.173 4.255 3.586
H -1.477 4.768 3.918
H -2.548 4.281 5.246
C 3.326 2.868 -6.166
O 2.272 3.677 -5.647
C 1.809 3.280 -4.434
O 2.214 2.324 -3.790
O 0.819 4.129 -4.063
C 0.234 3.831 -2.797
H 3.617 3.277 -7.138
H 4.197 2.898 -5.505
H 2.985 1.838 -6.314
H 0.982 3.899 -2.000
H -0.230 2.840 -2.810
H -0.545 4.573 -2.601
C -10.721 0.591 4.712
O -10.151 1.285 3.603
C -8.989 0.751 3.148
O -8.426 -0.233 3.601
O -8.563 1.503 2.102
C -7.341 1.056 1.518
H -11.645 1.104 4.992
H -10.968 -0.439 4.437
H -10.042 0.612 5.570
H -7.453 0.044 1.115
H -6.527 1.095 2.249
H -7.095 1.729 0.692
C 8.952 2.440 -3.031
O 7.903 1.881 -2.242
C 8.262 0.779 -1.536
O 9.367 0.260 -1.530
O 7.179 0.356 -0.837
C 7.411 -0.805 -0.042
H 8.554 3.315 -3.552
H 9.781 2.767 -2.395
H 9.298 1.720 -3.780
H 8.178 -0.608 0.714
H 7.694 -1.654 -0.672
H 6.478 -1.054 0.472
*
```

## Properties
LUMO: 1.91 eV

***

(5)
The following is a DFT calculation (ωB97M-V with the def2-TZVPD basis set) of a single C4H8O2 molecule.

The geometry in ORCA input format:
```
! wB97M-V def2-TZVPD RIJCOSX def2/J DEFGRID3
* xyz 0 1
C -1.821 -0.542 -0.146
C -0.542 -0.310 -0.957
O -0.023 0.952 -0.518
C 1.219 1.030 0.130
C 1.539 -0.121 1.068
O 2.612 -0.673 1.091
H -1.792 0.273 0.577
H -1.851 -1.492 0.395
H -2.739 -0.434 -0.732
H 0.182 -1.129 -0.832
H -0.746 -0.225 -2.032
H 1.178 1.937 0.755
H 2.055 1.145 -0.571
H 0.728 -0.411 1.772
*
```

## Properties
SMILES: CCOCC=O
LUMO: 0.92 eV